The following is a DFT calculation (ωB97M-V/def2-TZVPD) of a molecular structure, C50H64CoN3O7P2S2Si in a non-equilibrium geometry.

Geometry as ORCA input:
```
! RIJCOSX wB97M-V def2-TZVPD def2/J DEFGRID3
* xyz -1 2
Co -0.471 -0.479 -0.655
C -1.096 6.351 -1.991
Si -0.246 4.747 -2.630
C 1.568 4.714 -2.068
C -0.303 4.851 -4.541
C -1.362 3.303 -2.117
C -2.698 3.365 -2.475
C -3.571 2.323 -2.182
C -3.068 1.227 -1.510
N -1.800 1.138 -1.143
C -0.943 2.130 -1.455
S 0.659 1.783 -0.973
H -0.447 7.212 -2.125
H -1.354 6.289 -0.938
H -2.016 6.554 -2.531
H 2.070 5.644 -2.325
H 2.095 3.895 -2.545
H 1.651 4.559 -0.998
H 0.287 5.686 -4.908
H -1.319 4.985 -4.901
H 0.082 3.943 -4.991
H -3.063 4.235 -3.006
H -4.611 2.361 -2.468
H -3.701 0.390 -1.252
O -2.723 -2.008 2.655
S -1.332 -1.592 2.610
O -0.411 -2.641 3.007
O -0.978 -0.954 1.325
C -1.285 -0.309 3.859
C -1.414 -0.767 5.156
C -1.635 0.127 6.187
C -1.788 1.474 5.888
C -1.639 1.924 4.591
C -1.349 1.037 3.553
P -1.088 1.633 1.820
C -2.867 2.078 1.679
C -3.417 3.352 1.725
C -4.787 3.524 1.606
C -5.620 2.434 1.435
C -5.079 1.158 1.404
C -3.716 0.981 1.529
C -0.262 3.233 2.182
C 0.675 3.322 3.210
C 1.420 4.469 3.400
C 1.261 5.552 2.552
C 0.389 5.452 1.482
C -0.350 4.299 1.289
H -1.344 -1.833 5.316
H -1.708 -0.220 7.209
H -2.019 2.179 6.675
H -1.744 2.977 4.375
H -2.782 4.214 1.866
H -5.206 4.520 1.652
H -6.688 2.575 1.330
H -5.724 0.299 1.285
H -3.293 -0.013 1.524
H 0.816 2.481 3.872
H 2.134 4.515 4.213
H 1.833 6.455 2.709
H 0.294 6.280 0.793
H -0.999 4.216 0.430
C -3.845 -2.971 0.106
C -3.298 -2.579 -1.208
N -2.261 -1.823 -1.505
C -2.168 -1.802 -2.868
C -3.174 -2.575 -3.414
N -3.876 -3.048 -2.337
C -3.568 -2.969 -4.782
O -2.849 -2.489 -5.762
O -4.517 -3.714 -4.940
C -1.048 -1.067 -3.534
O -1.035 -1.024 -4.784
O -0.188 -0.565 -2.785
H -3.236 -2.607 0.930
H -3.901 -4.059 0.157
H -4.853 -2.575 0.228
H -4.682 -3.647 -2.417
H -2.082 -1.851 -5.423
C 5.172 -1.230 -2.895
C 3.913 -1.789 -3.568
C 2.678 -1.591 -2.681
C 3.068 -1.643 -1.207
C 3.882 -0.382 -0.890
C 4.810 -0.008 -2.059
P 1.532 -1.788 -0.139
C 1.154 -3.633 -0.114
C 0.148 -3.979 -1.217
C -0.108 -5.481 -1.259
C 1.167 -6.251 -1.642
C 2.424 -5.407 -1.419
C 2.328 -4.631 -0.111
C 2.128 -1.628 1.627
C 2.216 -0.173 2.092
C 2.256 -0.108 3.627
C 2.955 -1.332 4.226
C 4.046 -1.803 3.274
C 3.396 -2.405 2.023
H 5.911 -0.960 -3.653
H 5.629 -1.988 -2.254
H 4.059 -2.851 -3.782
H 3.751 -1.284 -4.521
H 1.935 -2.351 -2.916
H 2.203 -0.629 -2.877
H 3.694 -2.527 -1.048
H 4.481 -0.544 0.008
H 3.198 0.449 -0.700
H 5.717 0.463 -1.672
H 4.315 0.716 -2.706
H 0.614 -3.734 0.838
H 0.489 -3.640 -2.196
H -0.775 -3.450 -0.989
H -0.905 -5.703 -1.973
H -0.454 -5.803 -0.274
H 1.127 -6.547 -2.693
H 1.226 -7.162 -1.041
H 2.549 -4.711 -2.247
H 3.305 -6.055 -1.391
H 3.277 -4.131 0.066
H 2.181 -5.344 0.704
H 1.284 -2.059 2.176
H 1.342 0.371 1.721
H 3.101 0.312 1.680
H 1.241 -0.056 4.023
H 2.781 0.802 3.929
H 2.231 -2.137 4.364
H 3.374 -1.087 5.205
H 4.686 -2.551 3.751
H 4.677 -0.952 3.005
H 3.118 -3.437 2.244
H 4.133 -2.421 1.219
*
```

Relative energy (zero: lowest compared OMol25 entry of this formula, charge and spin), kcal per mole: 23.2
Strongest force on any atom, Eh/bohr: 0.02840
Energy, Ha: -5786.2715

These are the Löwdin partial charges, in e, on atoms 1 to 8: 0.330 -0.176 0.577 -0.210 -0.175 -0.257 -0.086 -0.053

***

The following is a DFT calculation (ωB97M-V/def2-TZVPD) of a molecular structure, C28H25AuN10Te.

Geometry as ORCA input:
```
! RIJCOSX wB97M-V def2-TZVPD def2/J DEFGRID3
* xyz -2 1
Au -1.527 0.058 0.229
N -3.531 -2.607 1.121
C -4.099 -1.719 0.227
N -5.353 -1.810 -0.185
N -5.494 -0.756 -1.020
N -4.400 -0.088 -1.101
N -3.478 -0.674 -0.309
C -2.181 -2.888 1.192
N -1.714 -3.914 1.888
N -0.376 -3.827 1.738
N -0.066 -2.818 1.007
N -1.201 -2.188 0.616
H -4.130 -3.368 1.392
C -0.290 -2.537 -4.630
Te -1.096 -2.153 -2.664
C 0.894 -2.539 -1.985
C 1.701 -2.975 -3.172
C 3.027 -3.376 -3.013
C 3.781 -3.793 -4.095
C 3.214 -3.817 -5.363
C 1.899 -3.416 -5.531
C 1.134 -2.990 -4.446
H -0.328 -1.628 -5.230
H -0.879 -3.301 -5.138
H 0.862 -3.294 -1.205
H 1.296 -1.634 -1.532
H 3.461 -3.359 -2.020
H 4.809 -4.104 -3.951
H 3.795 -4.148 -6.216
H 1.451 -3.430 -6.518
C 2.211 0.797 4.316
C 0.854 0.434 4.185
C 0.275 0.369 2.951
C 1.008 0.661 1.776
C 0.405 0.603 0.483
C 1.198 0.848 -0.610
C 2.564 1.185 -0.480
C 3.141 1.278 0.751
C 2.374 1.010 1.911
C 2.950 1.076 3.204
H 2.664 0.850 5.300
H 0.269 0.206 5.068
H -0.767 0.096 2.842
H 0.777 0.780 -1.607
H 3.150 1.376 -1.373
H 4.187 1.546 0.862
H 3.997 1.351 3.291
C -1.131 3.329 -1.139
C -0.931 3.643 0.310
C -0.199 4.754 0.701
C -0.137 5.155 2.030
C -0.859 4.434 2.974
C -1.574 3.297 2.634
C -2.353 2.553 3.679
C -1.580 2.830 1.286
N -2.322 1.732 0.986
H -0.804 4.165 -1.762
H -2.187 3.119 -1.320
H -0.592 2.437 -1.454
H 0.302 5.342 -0.064
H 0.438 6.027 2.321
H -0.854 4.751 4.014
H -2.521 3.188 4.554
H -1.822 1.657 4.008
H -3.313 2.217 3.287
*
```

Relative energy (zero: lowest compared OMol25 entry of this formula, charge and spin), kcal per mole: 51.5
Strongest force on any atom, Eh/bohr: 0.00961
Energy, Ha: -2033.2107

These are the Löwdin partial charges, in e, on atoms 1 to 8: 1.065 0.122 -0.514 -0.004 -0.134 -0.090 -0.141 -0.508

***

The following is a DFT calculation (ωB97M-V/def2-TZVPD) of CH5BO2S in the gas phase in a non-equilibrium geometry.

Geometry as ORCA input:
```
! RIJCOSX wB97M-V def2-TZVPD def2/J DEFGRID3
* xyz 0 1
C -1.662 -0.350 0.264
O -0.565 0.562 0.573
B 0.688 0.444 0.029
O 1.413 1.538 0.171
S 1.128 -0.993 -1.058
H -1.839 -1.073 1.095
H -1.319 -0.995 -0.600
H -2.614 0.151 0.031
H 2.426 1.480 0.054
H 2.344 -0.765 -0.559
*
```

Relative energy (zero: lowest compared OMol25 entry of this formula, charge and spin), kcal per mole: 21.4
Strongest force on any atom, Eh/bohr: 0.08723
SMILES: COB(O)S
Energy, Ha: -614.7093

These are the Löwdin partial charges, in e, on atoms 1 to 8: -0.077 -0.026 -1.068 0.135 0.804 0.096 0.046 0.091

***

The following is a DFT calculation (ωB97M-V/def2-TZVPD) of C3H2N2O in the gas phase in a non-equilibrium geometry.

Geometry as ORCA input:
```
! RIJCOSX wB97M-V def2-TZVPD def2/J DEFGRID3
* xyz 0 1
O 2.262 -0.092 0.049
C 1.040 -0.120 -0.133
C 0.069 1.006 -0.098
N -1.153 0.671 -0.053
C -0.995 -0.763 0.026
N 0.190 -1.323 -0.157
H 0.440 2.073 0.045
H -1.854 -1.453 0.322
*
```

Relative energy (zero: lowest compared OMol25 entry of this formula, charge and spin), kcal per mole: 14.6
Strongest force on any atom, Eh/bohr: 0.07595
SMILES: O=C1C=NC=N1
Energy, Ha: -300.2082

The computed Löwdin charges, all in e, follow: 0.118 -0.391 -0.093 0.109 -0.153 0.123 0.149 0.137